(1)
15
Properties=species:S:1:pos:R:3:forces:R:3:mulliken_charge:R:1 method="wB97M-V/def2-TZVPD" smiles=Cn1ccc(N)c1 gap_ev=8.5
N 0.3306 -2.5761 0.8085 -0.14 -0.04 0.02 -0.574
C 0.4115 0.4026 -1.2174 -0.04 0.06 -0.01 -0.361
H -0.3062 0.0887 1.9412 0.00 -0.02 -0.20 0.338
C -0.4894 2.2567 0.1407 -0.03 0.14 -0.01 -0.861
C -0.0519 -0.1030 0.9064 -0.01 -0.04 0.03 -0.866
H 0.7975 -1.6489 -1.8852 0.05 0.10 0.13 0.328
H 0.5641 1.0502 -2.0701 -0.12 -0.12 0.07 0.350
H -0.2567 -2.6939 1.6244 0.07 0.01 -0.07 0.239
C 0.5336 -0.9568 -1.0963 0.06 -0.07 0.02 -0.797
N 0.0619 0.9291 -0.0095 -0.02 -0.17 -0.15 0.176
H -1.5425 2.2036 0.4370 0.14 0.03 -0.01 0.323
H -0.4373 2.7491 -0.8336 0.02 0.02 0.21 0.289
H 0.0824 -3.2789 0.1228 0.06 0.05 0.12 0.259
C 0.2431 -1.2811 0.2601 -0.01 0.17 -0.10 0.876
H 0.0593 2.8588 0.8710 -0.03 -0.13 -0.05 0.278

=====

(2)
15
Properties=species:S:1:pos:R:3:forces:R:3:mulliken_charge:R:1 method="wB97M-V/def2-TZVPD" gap_ev=8.3
H 1.6297 -0.2864 -1.2174 -0.34 -0.18 -0.31 0.471
H -3.2107 0.0961 -0.0441 0.12 0.07 0.06 0.252
C 0.4745 -1.3140 0.1629 -0.03 -0.03 0.08 -0.643
H 2.6067 -0.1541 1.1789 -0.03 0.10 -0.07 0.116
H -1.5130 -1.8191 0.8888 0.17 0.11 -0.08 0.368
H 2.2951 1.4287 0.5248 0.04 -0.12 -0.01 0.120
C -1.1887 0.2081 -0.0721 0.29 -0.01 -0.10 0.818
N -2.4588 0.7623 0.0757 0.02 -0.01 -0.15 -0.539
C -0.0634 0.7663 -0.5782 -0.08 0.10 0.06 -0.809
C 2.6239 0.4156 0.2334 -0.40 0.05 0.35 -0.620
H 0.1141 1.7393 -1.0123 -0.01 -0.13 0.06 0.396
C -0.8350 -1.1247 0.4051 0.16 -0.02 -0.01 -0.538
N 1.0254 -0.1433 -0.4153 0.12 0.02 0.05 -0.091
H -2.6203 1.5824 -0.4939 0.04 -0.08 0.10 0.239
H 1.1203 -2.1573 0.3637 -0.09 0.12 -0.03 0.460

=====

(3)
15
Properties=species:S:1:pos:R:3:forces:R:3:mulliken_charge:R:1 method="wB97M-V/def2-TZVPD" gap_ev="8.7 / 8.7"
C 0.8228 0.4071 -0.8207 0.85 0.29 0.19 -0.426
C -0.5032 0.4689 -1.0945 -0.37 0.72 0.62 -0.634
N -0.2089 -0.0350 1.1528 -0.49 -0.29 -0.52 -0.830
H -2.4386 -1.1294 0.9919 -0.47 0.17 -0.09 0.252
C 2.1750 -0.1901 1.0513 0.52 -0.55 -0.59 -0.451
H 2.1291 -2.7761 -1.6711 0.00 -0.02 -0.01 0.004
H 3.7129 1.8860 -1.1873 0.06 0.04 0.00 0.034
H 1.8160 0.4410 -1.2572 -0.63 0.40 -0.81 0.463
N 0.9994 0.0958 0.5430 -0.02 0.09 -0.88 0.660
H -3.1706 0.0599 -0.1489 -0.32 0.05 0.23 0.329
H 1.9557 -0.7470 1.9580 -0.03 0.38 0.83 0.245
C -2.4527 -0.0891 0.6517 -0.51 0.07 -0.08 -0.990
H -1.1472 0.8877 -1.8987 1.16 -0.86 0.29 0.308
H -2.6063 0.5503 1.5274 -0.50 -0.15 -0.27 0.284
C -1.0834 0.1698 0.2024 0.76 -0.33 1.10 0.751

=====

(4)
15
Properties=species:S:1:pos:R:3:forces:R:3:mulliken_charge:R:1 method="wB97M-V/def2-TZVPD" smiles=Cc1cnn(C)c1 gap_ev=9.8
N 1.1213 0.4663 1.1566 -0.18 0.04 -0.08 -0.924
H 2.8980 -0.7446 -0.2841 -0.05 0.18 -0.13 0.287
H -2.9474 -0.1873 1.1949 0.03 0.11 -0.09 0.337
C 2.3850 0.0391 -0.8500 0.15 0.05 -0.09 -0.752
H -0.4612 0.4473 2.5204 0.06 -0.05 -0.15 0.436
H 3.0345 0.9126 -0.9353 -0.06 -0.07 0.02 0.251
C -2.3688 -0.3987 0.2940 -0.18 0.05 0.02 -1.150
H -0.2535 0.0944 -1.7647 0.06 -0.14 0.18 0.377
H -2.9328 -0.0651 -0.5818 0.07 0.08 0.15 0.324
C -0.1615 0.3729 1.4815 -0.06 -0.05 0.10 -0.385
H -2.2787 -1.4860 0.2191 -0.17 0.03 0.03 0.239
H 2.1431 -0.3449 -1.8441 0.12 0.13 0.13 0.304
C -0.9827 0.1597 0.3521 0.13 -0.18 -0.05 0.382
N 1.1436 0.3534 -0.1779 0.00 -0.03 -0.07 0.621
C -0.0963 0.1903 -0.6978 0.10 -0.14 0.02 -0.347

=====

(5)
15
Properties=species:S:1:pos:R:3:forces:R:3:mulliken_charge:R:1 method="wB97M-V/def2-TZVPD" gap_ev=8.2
C -1.1356 -0.4026 0.9280 0.01 -0.01 0.16 -1.003
H -1.8151 -0.9949 0.3110 0.15 0.03 0.23 0.346
N -0.1733 0.2279 0.0008 -0.07 -0.14 -0.03 0.340
C 1.1281 -0.4411 -0.2003 -0.01 0.02 -0.13 -0.394
H 0.9490 1.9897 -0.4814 -0.17 -0.05 0.10 0.228
H -0.4831 2.3153 0.5796 -0.09 -0.19 -0.13 0.198
C -0.9539 0.9278 -1.1371 0.20 0.01 -0.38 -0.460
C -0.0764 1.6951 -0.2223 0.06 0.10 0.24 -0.525
C 1.0364 -1.9036 -0.1655 -0.09 -1.03 0.03 0.137
H 1.5044 -0.1302 -1.1792 -0.04 -0.06 0.12 0.395
H -0.6404 -1.0408 1.6652 0.06 0.19 0.01 0.426
H 1.8621 -0.1302 0.5554 -0.25 -0.05 -0.03 0.264
N 0.9984 -3.0564 -0.0997 0.02 1.08 -0.09 -0.370
H -1.7186 0.3748 1.4222 0.15 -0.06 -0.08 0.289
H -0.4159 0.6648 -2.0553 0.05 0.17 -0.02 0.129

=====

(6)
15
Properties=species:S:1:pos:R:3:forces:R:3:mulliken_charge:R:1 method="wB97M-V/def2-TZVPD" gap_ev="11.0 / 7.1"
C 0.0329 0.8512 -0.9855 -0.40 -0.07 -0.31 0.057
C 1.1544 -0.1014 -0.8166 0.16 -0.11 -0.52 0.291
H -1.1456 1.4369 2.9802 0.20 -0.22 -0.16 0.271
N 0.8750 0.8574 0.2301 0.87 -0.17 -0.67 -0.436
C 0.9912 -1.5977 -0.6756 -0.02 -0.04 0.29 -1.168
H 0.0169 -1.8596 -0.2535 0.13 0.06 -0.02 0.342
H 2.0355 0.1700 -1.4142 -0.15 0.04 0.31 0.355
H 1.0905 -2.0840 -1.6536 -0.05 0.19 0.18 0.299
H 0.1056 1.6845 -1.6876 0.09 -0.13 0.30 0.325
H -0.7258 1.3454 1.1812 -0.38 0.25 0.31 0.343
H 1.7756 -1.9932 -0.0223 -0.14 0.04 -0.07 0.293
H -1.4285 -0.1613 2.0683 0.14 0.20 -0.16 0.273
C -1.0687 0.8599 2.0598 -0.34 0.10 1.20 -0.788
N -2.3797 0.1711 -0.2916 1.16 0.06 -1.19 -0.488
C -1.3291 0.4209 -0.7192 -1.27 -0.20 0.51 0.031

=====

(7)
15
Properties=species:S:1:pos:R:3:forces:R:3:mulliken_charge:R:1 method="wB97M-V/def2-TZVPD" gap_ev=10.4
N 0.9866 1.2995 0.9466 0.76 0.32 -0.07 -0.618
H 0.6835 2.1952 1.3225 -0.30 -0.15 -0.02 0.248
C 0.0578 0.5721 0.4888 -0.08 0.25 -0.03 0.342
N -1.2822 0.8706 0.6155 -0.70 -0.24 0.82 -0.366
C 0.3722 -0.7576 -0.0677 0.10 -0.36 -0.24 0.736
H 1.9978 -2.0390 -0.6094 0.00 0.00 -0.04 0.367
H -1.6015 -1.4907 0.0075 -0.20 0.10 0.04 0.323
H -0.3434 -2.6372 -0.6727 0.12 -0.15 -0.03 0.287
C 1.8160 -0.9918 -0.3759 0.07 -0.01 0.06 -1.109
C -0.5749 -1.6701 -0.2570 0.02 0.06 -0.02 -1.061
H -3.0115 1.8266 0.2801 -0.26 0.02 0.03 0.273
H 2.4099 -0.6957 0.4891 0.10 -0.04 -0.13 0.306
H -1.6525 2.2216 -0.9151 0.17 0.03 0.03 0.253
C -1.9889 1.6699 -0.0321 0.17 0.20 -0.48 -0.234
H 2.1311 -0.3733 -1.2201 0.05 -0.02 0.09 0.254

=====

(8)
15
Properties=species:S:1:pos:R:3:forces:R:3:mulliken_charge:R:1 method="wB97M-V/def2-TZVPD" smiles="C=C1C=CN(C)N1" gap_ev=7.3
H 2.4830 -0.9158 0.8152 -0.14 0.07 -0.11 0.318
N -0.2290 -0.7206 0.1907 -0.27 0.03 0.00 -0.336
H 2.1834 -1.5759 -0.8169 0.07 0.09 0.10 0.262
H -2.6857 -0.9609 -0.7319 0.18 -0.56 0.39 0.237
H -3.3572 -0.2680 0.8313 -0.22 0.53 -0.21 0.255
H 2.9231 0.0249 -0.6380 -0.16 -0.11 0.07 0.317
H -1.2155 2.3972 0.3767 0.12 -0.17 0.11 0.356
H -0.7028 -1.6224 -0.0467 1.30 -0.09 -0.43 0.358
C -1.2778 0.1376 0.3429 0.09 -0.06 0.02 0.716
C -2.4912 -0.5436 0.2553 -0.57 0.68 0.01 -1.227
C 0.6063 1.2833 -0.0833 -0.08 -0.14 0.01 -0.087
H 1.3744 2.0197 -0.3070 -0.22 -0.19 0.05 0.374
C -0.6840 1.4576 0.3215 -0.02 -0.06 0.21 -0.877
C 2.1889 -0.6655 -0.2123 0.05 -0.08 -0.06 -0.813
N 0.8842 -0.0477 -0.2976 -0.15 0.06 -0.19 0.147

=====

(9)
15
Properties=species:S:1:pos:R:3:forces:R:3:mulliken_charge:R:1 method="wB97M-V/def2-TZVPD" smiles=C[C@H]1CN1CC#N gap_ev=9.5
H -1.3210 -1.7283 1.2660 0.22 -0.11 -0.03 0.295
H 0.2066 0.3949 -2.1414 0.07 0.08 0.32 0.273
H 2.0880 -0.1896 -0.0768 0.25 -0.44 0.06 0.407
H 0.4310 1.3836 1.7485 -0.40 -0.05 0.17 0.265
C 1.0844 0.1816 -0.1609 0.06 0.09 0.28 -0.323
N -2.9496 0.0063 -0.7781 0.73 -0.46 0.42 -0.409
H 0.8389 -0.2775 2.5609 0.36 0.55 -0.36 0.274
H -0.5821 -2.0318 -0.3468 -0.24 -0.35 0.00 0.273
C 0.5780 0.3147 1.6637 0.37 0.15 -0.21 -0.635
C 0.7554 0.9940 -1.3961 0.21 0.02 0.40 -1.027
H 0.1284 1.8458 -1.1220 0.01 0.06 -0.20 0.307
H 1.6804 1.3361 -1.8715 -0.23 0.10 0.10 0.328
C -2.0831 -0.5752 -0.2822 -1.29 0.46 -0.68 0.270
C -0.9553 -1.2773 0.3405 -0.37 0.06 -0.18 -0.408
N 0.0999 -0.3773 0.5964 0.25 -0.14 -0.09 0.108

=====

(10)
15
Properties=species:S:1:pos:R:3:forces:R:3:mulliken_charge:R:1 method="wB97M-V/def2-TZVPD" smiles="C[C@H]1N=CN2C[C@H]12" gap_ev=10.4
N 0.5365 -0.6194 1.3361 -1.63 0.22 0.18 -0.538
H -2.1895 -0.3565 0.1558 -1.05 -1.73 -2.07 0.437
C -1.7585 0.3836 0.7042 1.64 4.54 5.12 -1.416
C 0.8060 -1.4454 0.4424 2.63 -2.45 -1.53 0.057
H 0.1745 1.3463 1.2013 -0.12 0.91 -0.68 0.399
C -0.1719 0.5169 0.6034 -2.04 -1.19 4.14 0.200
H 2.3027 0.4203 -0.6799 -0.62 -0.03 0.86 0.221
H 1.8341 0.5906 -2.3197 -1.83 -1.68 1.40 0.228
C 1.4160 0.2143 -1.2808 2.54 0.71 -1.48 -0.276
H -2.0313 0.1697 1.7979 0.40 0.19 -1.39 0.382
H -2.1324 1.4999 0.5869 0.28 -2.48 -0.44 0.310
H 1.2718 -2.5316 0.5692 -1.04 2.54 0.01 0.329
N 0.6581 -1.0397 -0.9431 -0.50 0.14 -0.61 -0.447
C 0.0646 0.3159 -0.7703 1.09 0.19 -2.99 -0.292
H -0.7806 0.5351 -1.4034 0.25 0.13 -0.52 0.407

=====

These records have energy above the lowest of the compared OMol25 structures with the same formula, charge and spin values of 0.508 4.441 9.507 0.766 4.463 5.845 1.591 3.576 3.734 3.218 eV, in the order they appear.